Density functional theory data (ωB97M-V with the def2-TZVPD basis set) for a molecular structure, C46H101N5O3 at a distorted geometry.

Its lowest unoccupied orbital energy is -7.67 eV. As for the spin multiplicity: 1. The value obtained for the relative energy (zero: lowest compared OMol25 entry of this formula, charge and spin) is 23.289 eV. Its net charge is +4. The molecular weight comes out at 772.3 u. The calculation puts the gap between HOMO and LUMO at 0.32463 hartree.

Each line ends with the Mulliken charge.
Atoms and positions in Å:
C1 3.21 -4.94 -2.95  -1.53
C2 2.04 -4.81 -1.94  0.13
C3 0.69 -4.29 -2.69  -0.66
N1 -0.57 -4.37 -1.81  0.74
C4 -1.78 -4.10 -2.71  -0.51
C5 -1.77 -2.65 -3.23  -1.39
C6 -1.48 -1.54 -2.18  0.03
C7 -0.29 -1.82 -1.15  1.93
C8 -0.43 -3.30 -0.67  -1.70
C9 -0.81 -5.73 -1.17  -1.07
H1 4.17 -4.99 -2.44  0.38
H2 3.38 -3.99 -3.46  0.41
H3 3.25 -5.72 -3.71  0.38
H4 2.44 -4.00 -1.32  -0.16
H5 1.85 -5.75 -1.42  0.34
H6 0.44 -4.95 -3.52  0.67
H7 0.74 -3.30 -3.15  0.25
H8 -1.76 -4.93 -3.42  0.58
H9 -2.64 -4.19 -2.06  0.38
H10 -1.05 -2.22 -3.93  0.74
H11 -2.65 -2.48 -3.84  0.34
H12 -1.26 -0.58 -2.64  0.31
H13 -2.36 -1.41 -1.55  -0.34
H14 0.69 -1.48 -1.47  0.68
H15 -0.38 -1.15 -0.29  -0.42
H16 0.21 -3.73 0.11  0.20
H17 -1.44 -3.36 -0.25  0.55
H18 -0.05 -5.85 -0.39  0.45
H19 -0.62 -6.37 -2.03  0.48
H20 -1.78 -5.84 -0.69  0.29
C10 1.66 -0.85 -0.37  -0.03
C11 2.90 -1.54 0.20  -1.83
C12 2.47 -2.45 1.37  0.94
N2 3.70 -2.79 2.30  0.90
C13 4.19 -1.58 3.15  -0.52
C14 5.16 -1.90 4.37  -0.95
C15 4.61 -3.16 5.22  -0.72
C16 4.32 -4.35 4.36  -0.96
C17 3.25 -3.95 3.27  -0.74
C18 4.91 -3.33 1.48  -1.04
H21 1.83 0.04 -0.98  0.34
H22 0.94 -0.47 0.36  -1.29
H23 0.93 -1.48 -0.87  -0.27
H24 3.69 -0.82 0.40  0.73
H25 3.35 -2.17 -0.58  0.51
H26 2.20 -3.36 0.84  -0.73
H27 1.70 -2.04 2.02  -0.77
H28 3.33 -1.16 3.68  0.35
H29 4.74 -0.89 2.51  0.37
H30 5.16 -0.97 4.96  0.48
H31 6.18 -2.01 4.01  0.40
H32 3.74 -2.79 5.75  0.31
H33 5.29 -3.20 6.07  0.45
H34 3.78 -5.08 4.95  0.42
H35 5.23 -4.76 3.92  0.35
H36 2.34 -3.58 3.74  0.13
H37 2.78 -4.69 2.62  0.80
H38 4.68 -4.24 0.93  0.32
H39 5.74 -3.57 2.15  0.54
H40 5.28 -2.59 0.78  0.35
C19 -3.73 -1.68 -0.18  -1.87
C20 -2.74 -1.30 0.89  0.20
C21 -2.66 -2.23 2.16  -1.34
N3 -1.32 -1.99 2.94  0.78
C22 -1.37 -2.90 4.20  -0.54
C23 -1.28 -4.40 3.85  -0.81
C24 -0.06 -4.91 3.12  -1.49
C25 0.01 -4.01 1.92  -0.12
C26 0.01 -2.43 2.18  0.67
C27 -1.07 -0.53 3.33  -0.72
H41 -3.20 -2.30 -0.89  0.76
H42 -3.84 -0.79 -0.81  0.22
H43 -4.65 -2.12 0.21  0.50
H44 -3.10 -0.41 1.39  0.93
H45 -1.77 -0.94 0.54  1.36
H46 -2.64 -3.27 1.84  0.39
H47 -3.52 -1.99 2.78  0.51
H48 -2.18 -2.67 4.88  0.45
H49 -0.45 -2.57 4.69  0.41
H50 -2.20 -4.79 3.41  0.37
H51 -1.38 -4.97 4.78  0.72
H52 -0.12 -5.95 2.78  0.45
H53 0.84 -4.90 3.73  0.39
H54 -0.60 -4.32 1.08  0.89
H55 1.02 -4.10 1.52  -0.46
H56 -0.12 -1.89 1.23  0.76
H57 0.86 -2.06 2.75  0.24
H58 -1.98 -0.25 3.87  0.53
H59 -0.82 0.20 2.56  -0.10
H60 -0.26 -0.45 4.05  0.46
C28 0.70 4.03 -3.58  -1.90
C29 0.35 4.24 -2.20  1.54
C30 1.35 4.83 -1.24  -0.92
N4 0.84 4.89 0.28  0.08
C31 2.14 5.36 1.12  -0.73
C32 3.20 4.26 1.32  -0.97
C33 2.60 2.91 1.74  -0.89
C34 1.38 2.51 0.97  0.95
C35 0.24 3.55 0.90  -0.64
C36 -0.19 6.04 0.43  -0.62
H61 -0.11 3.48 -4.06  0.44
H62 1.59 3.41 -3.65  0.35
H63 0.76 4.97 -4.14  0.43
H64 0.05 3.34 -1.66  -0.43
H65 -0.50 4.90 -2.05  -0.49
H66 1.77 5.76 -1.63  0.73
H67 2.08 4.03 -1.24  0.41
H68 2.51 6.33 0.78  0.48
H69 1.67 5.59 2.07  0.55
H70 3.77 4.31 0.39  0.32
H71 3.88 4.65 2.07  0.55
H72 3.31 2.08 1.75  0.39
H73 2.26 3.16 2.74  0.32
H74 1.66 2.37 -0.07  0.24
H75 0.91 1.65 1.45  -0.39
H76 -0.64 3.14 0.41  -0.14
H77 -0.05 3.73 1.93  0.78
H78 0.41 6.89 0.12  0.44
H79 -0.63 6.09 1.43  0.40
H80 -1.02 5.82 -0.23  -0.03
C37 -3.40 7.78 -1.04  -1.29
C38 -4.03 6.66 -1.96  -0.57
C39 -3.01 5.59 -2.41  0.33
N5 -3.57 4.42 -3.36  0.24
C40 -2.39 3.59 -3.91  -1.45
C41 -1.58 2.92 -2.74  -1.04
C42 -2.45 1.91 -2.05  -0.02
C43 -3.65 2.65 -1.41  -0.47
C44 -4.43 3.45 -2.47  -1.31
C45 -4.55 5.00 -4.37  -0.93
H81 -2.91 7.35 -0.17  0.23
H82 -4.08 8.50 -0.59  0.41
H83 -2.65 8.33 -1.60  0.37
H84 -4.21 7.11 -2.93  0.46
H85 -4.97 6.25 -1.59  0.32
H86 -2.68 5.10 -1.50  -0.80
H87 -2.14 6.00 -2.92  0.56
H88 -1.78 4.34 -4.43  0.46
H89 -2.81 3.00 -4.72  0.12
H90 -1.09 3.56 -2.01  0.33
H91 -0.75 2.37 -3.18  2.01
H92 -1.72 1.45 -1.39  -0.92
H93 -2.89 1.13 -2.67  0.77
H94 -3.26 3.28 -0.61  0.08
H95 -4.40 1.92 -1.09  0.64
H96 -5.10 4.18 -1.99  0.55
H97 -4.95 2.82 -3.19  0.57
H98 -5.38 5.43 -3.81  0.40
H99 -4.83 4.09 -4.91  0.42
H100 -3.86 5.66 -4.89  0.41
O1 -1.47 0.15 -0.55  -0.72
C46 -0.29 0.54 -0.03  -0.62
O2 0.02 0.21 1.13  -0.62
O3 0.45 1.11 -0.84  -0.79
H101 -1.17 0.34 -1.44  -1.22